DFT (ωB97M-V/def2-TZVPD) results for C29H32AsF6O2PPt as an isolated structure at a distorted geometry.

Last column: Mulliken charge in e.
Positions of all 72 atoms, in Å:
Pt 0.000 0.960 -0.526  1.2171
As 0.417 0.607 -2.819  -0.3264
P 0.162 0.487 1.686  0.4819
F -2.952 1.149 0.922  -0.1769
F -3.592 -0.920 -2.558  -0.2301
F -5.062 -1.650 -1.180  -0.2916
F -2.760 1.248 -1.208  -0.1382
F -4.664 0.787 -0.316  -0.3078
F -3.349 -2.843 -1.636  -0.2445
O -0.545 -2.931 -0.920  -0.6297
O -1.607 -0.949 -0.454  0.2164
C 1.408 -1.089 -2.978  -0.1881
C 4.640 -0.277 0.893  -0.5265
C -0.478 -1.079 2.277  0.9622
C 2.703 1.133 0.828  -0.4210
C 3.909 -1.252 1.550  -0.7206
C -0.035 3.345 5.279  -0.5173
C 0.128 1.643 3.091  0.0925
C -3.351 0.567 -0.214  0.2365
C 1.051 1.539 4.128  -0.1330
C 2.574 -1.039 1.853  -0.1182
C -0.804 -2.158 -0.012  -0.3416
C 4.038 0.922 0.540  -0.7919
C 1.582 1.941 -3.691  -0.6435
C -0.850 2.629 3.138  -0.4679
C -3.740 -1.596 -1.412  0.5694
C 2.055 -1.371 -4.327  -1.2844
C -0.931 3.476 4.230  -0.6113
C -2.977 -0.935 -0.225  1.0635
C -0.336 -3.499 1.932  -1.1864
C -0.508 -2.607 4.159  -0.7790
C -3.462 -1.591 1.070  -1.9488
C 1.024 3.335 -3.424  -1.1214
C -0.543 -1.328 3.651  -0.8302
C 1.964 0.157 1.500  0.5030
C -0.336 -3.695 3.280  -0.7630
C 0.964 2.383 5.221  -0.7250
C -0.958 0.593 -5.499  -1.3707
C -0.519 -2.205 1.364  0.6878
C -1.154 0.439 -3.996  -0.3914
H -3.219 -2.653 1.053  0.4600
H -4.539 -1.458 1.156  0.5878
H -1.931 0.615 -5.987  0.4353
H 2.541 -2.345 -4.312  0.4301
H 1.660 1.747 -4.763  0.4699
H 1.704 4.113 -3.768  0.3904
H -0.551 -2.780 5.225  0.4471
H 0.065 3.464 -3.927  0.2759
H 4.611 1.683 0.030  0.4446
H -1.538 2.728 2.311  0.4455
H -0.439 1.521 -5.743  0.2665
H 1.999 -1.806 2.350  0.1772
H 2.582 1.847 -3.255  0.4069
H -0.242 -4.329 1.249  0.5282
H -0.112 3.995 6.140  0.3821
H 1.315 -1.382 -5.125  0.2284
H -1.701 4.232 4.272  0.4137
H -2.961 -1.135 1.922  0.3515
H -1.575 -0.543 -3.775  0.3689
H 0.858 3.467 -2.349  0.1923
H 4.372 -2.189 1.820  0.4388
H 1.834 0.795 4.070  0.4526
H 2.808 -0.620 -4.567  0.2792
H -1.879 1.181 -3.648  0.4013
H 2.220 2.070 0.551  0.4086
H 2.177 -1.079 -2.196  0.3046
H 5.678 -0.447 0.651  0.3863
H 0.708 -1.887 -2.713  0.1856
H -0.591 -0.488 4.329  0.5460
H 1.666 2.286 6.039  0.4136
H -0.396 -0.239 -5.919  0.2393
H -0.229 -4.692 3.684  0.4378

The electronic energy is -4570.3734 hartree. The value obtained for the frontier orbital gap is 5.3 eV.